Entry from the Open Molecules 2025 dataset: 6 unconnected molecules or ions with the total composition C8H26FO8 at a distorted geometry (the ωB97M-V functional and the def2-TZVPD basis).

Structure (XYZ):
```
43
C8H26FO8 the ωB97M-V functional and the def2-TZVPD basis
F 23.678 0.007 12.843
C 25.736 -2.336 14.059
O 25.975 -0.937 14.004
H 25.566 -2.669 15.089
H 24.831 -2.670 13.541
H 26.599 -2.855 13.627
H 25.234 -0.569 13.490
C 26.883 1.710 11.546
O 25.598 2.218 11.861
H 27.580 2.488 11.233
H 27.321 1.266 12.445
H 26.837 0.985 10.729
H 25.116 1.440 12.184
C 21.505 -2.738 12.613
C 21.439 -4.219 12.468
O 20.927 -4.588 11.178
O 22.478 -2.245 11.687
H 21.747 -2.488 13.654
H 20.596 -2.197 12.325
H 20.841 -4.686 13.250
H 22.434 -4.673 12.542
H 21.595 -4.349 10.529
H 22.806 -1.366 11.935
C 21.204 1.376 10.797
C 20.744 1.969 12.139
O 20.974 1.097 13.213
O 22.625 1.455 10.732
H 20.881 2.061 10.010
H 20.869 0.340 10.699
H 19.666 2.181 12.141
H 21.252 2.936 12.245
H 21.903 0.794 13.192
H 23.037 0.852 11.383
C 22.821 0.067 16.168
C 24.066 0.932 16.298
O 24.316 1.694 15.115
O 23.004 -0.995 15.256
H 21.974 0.690 15.861
H 22.561 -0.338 17.150
H 24.947 0.284 16.405
H 24.034 1.632 17.134
H 24.108 1.155 14.332
H 23.026 -0.628 14.346
```

Properties
Energy above the lowest of the compared OMol25 structures with the same formula, charge and spin, kJ/mol: 31.3
Net charge: -1
Orbital gap, eV: 9.80
E_tot, Ha: -1022.234255